[1]
Formula: C34H86BaF3N6O13S
Source: OMol25
Level of theory: the ωB97M-V functional and the def2-TZVPD basis

Results
Total charge ... +1
Gap between HOMO and LUMO ... 6.51 eV
LUMO level ... -3.07 eV
Strongest force on any atom ... 2.50 eV Å⁻¹
Total energy ... -91886.5877 eV
ΔE to the lowest compared entry with this formula, charge and spin ... 0.271 eV

```
144
Properties=species:S:1:pos:R:3:mulliken_charge:R:1
Ba 5.180 -7.569 10.224 1.700
C 2.391 -6.200 14.281 0.020
F 1.654 -5.474 13.461 -0.114
F 3.526 -5.570 14.547 -0.192
F 1.743 -6.415 15.404 -0.037
S 2.739 -7.899 13.456 0.761
O 3.256 -7.473 12.149 -0.193
O 3.778 -8.498 14.274 -0.991
O 1.456 -8.550 13.536 -0.862
C 6.596 -4.086 13.536 -1.628
C 5.899 -5.076 12.603 0.893
C 4.878 -4.269 11.760 -1.174
O 4.188 -4.997 10.706 0.102
C 3.004 -4.299 10.326 -0.661
N 6.841 -5.825 11.752 -0.353
H 7.324 -4.523 14.218 0.427
H 5.837 -3.538 14.094 0.389
H 7.160 -3.375 12.926 0.430
H 5.342 -5.849 13.136 -0.207
H 5.404 -3.463 11.240 0.576
H 4.176 -3.874 12.496 0.426
H 2.164 -4.508 10.993 0.006
H 2.757 -4.637 9.324 -0.023
H 3.135 -3.214 10.345 0.491
H 7.504 -5.209 11.285 0.228
H 7.376 -6.297 12.480 0.279
C 5.822 -11.375 13.544 -1.500
C 5.695 -10.637 12.196 0.550
C 4.334 -11.026 11.556 -0.966
O 4.088 -10.245 10.372 0.081
C 4.464 -10.982 9.248 -0.969
N 5.775 -9.171 12.366 -0.041
H 6.331 -10.794 14.312 0.392
H 6.233 -12.378 13.440 0.388
H 4.808 -11.524 13.932 0.338
H 6.529 -10.961 11.566 0.471
H 3.539 -10.755 12.255 -0.004
H 4.240 -12.093 11.363 0.471
H 3.956 -11.926 9.022 0.313
H 5.529 -11.255 9.276 0.383
H 4.343 -10.418 8.318 0.246
H 6.704 -9.086 12.777 0.238
H 5.125 -8.948 13.126 -0.102
C 1.612 -6.163 19.230 -1.410
C 0.312 -6.844 19.656 0.678
C -0.691 -7.033 18.523 -0.382
O -1.849 -7.579 19.131 -0.417
C -2.772 -8.034 18.149 -0.451
N 0.626 -8.138 20.299 -0.524
H 2.262 -5.961 20.082 0.379
H 1.455 -5.189 18.755 0.434
H 2.209 -6.738 18.521 0.089
H -0.150 -6.180 20.393 0.165
H -0.318 -7.758 17.789 -0.081
H -0.836 -6.070 18.023 0.506
H -3.135 -7.246 17.487 0.323
H -3.579 -8.492 18.720 0.283
H -2.344 -8.854 17.561 -0.005
H -0.215 -8.697 20.164 0.063
H 0.649 -7.999 21.305 0.249
C -1.674 -11.492 15.470 -1.769
C -0.415 -11.375 16.302 2.336
C -0.331 -12.445 17.385 -0.861
O -1.233 -12.210 18.445 -0.434
C -0.712 -11.300 19.390 -0.232
N 0.765 -11.393 15.421 -0.623
H -1.736 -10.708 14.711 0.325
H -2.517 -11.395 16.156 0.423
H -1.708 -12.435 14.921 0.403
H -0.400 -10.398 16.808 -1.056
H 0.674 -12.634 17.786 0.311
H -0.552 -13.434 16.971 0.383
H 0.111 -11.793 19.917 0.354
H -1.474 -10.885 20.044 0.391
H -0.256 -10.418 18.921 -0.205
H 1.602 -11.013 15.875 0.306
H 0.556 -10.790 14.644 0.164
C -0.568 -6.773 11.128 -1.299
C -0.741 -8.227 10.769 0.643
C -1.340 -8.385 9.369 -0.854
O -2.738 -8.157 9.391 -0.414
C -3.291 -8.129 8.089 -0.797
N 0.592 -8.840 10.821 -0.320
H 0.367 -6.332 10.776 0.094
H -0.518 -6.543 12.201 0.016
H -1.419 -6.117 10.918 0.661
H -1.399 -8.697 11.509 0.602
H -1.160 -9.350 8.881 0.548
H -0.910 -7.605 8.727 0.140
H -2.738 -8.771 7.396 0.337
H -3.247 -7.115 7.684 0.286
H -4.323 -8.471 8.099 0.275
H 0.453 -9.821 10.578 0.282
H 0.890 -8.879 11.787 -0.059
C 2.940 -6.927 7.068 -0.888
C 1.922 -7.495 8.055 -0.221
O 2.399 -7.300 9.343 0.358
O 4.282 -7.388 7.368 -0.466
H 2.995 -5.846 7.221 0.329
H 2.690 -7.200 6.044 0.448
H 1.708 -8.551 7.833 0.455
H 0.978 -6.958 7.892 0.146
H 1.753 -7.738 9.969 -0.178
H 4.864 -7.169 6.635 0.251
C 3.086 -10.340 18.837 -0.167
C 3.523 -9.583 17.601 0.163
O 3.349 -10.441 16.430 -0.643
O 3.090 -9.425 19.923 -0.611
H 3.876 -11.083 18.974 0.402
H 2.167 -10.895 18.640 -0.175
H 4.578 -9.306 17.588 0.324
H 2.850 -8.753 17.355 -0.103
H 3.714 -9.916 15.693 0.230
H 2.199 -8.994 19.904 0.451
C -0.216 -2.462 12.188 -1.141
C -1.478 -2.491 13.077 1.674
C -1.114 -2.774 14.559 -0.721
C -0.544 -1.570 15.297 -0.985
C -1.546 -0.384 15.206 -1.093
C -1.934 -0.011 13.769 1.408
N -2.205 -1.206 12.965 0.375
O -2.555 -0.926 11.620 -0.486
C -3.142 0.907 13.832 -1.907
C -0.725 0.760 13.189 -1.804
C -2.448 -3.640 12.757 -1.954
H 0.445 -1.694 12.572 0.257
H 0.218 -3.467 12.240 0.131
H -0.427 -2.346 11.125 0.404
H -1.878 -3.272 15.159 0.445
H -0.339 -3.552 14.531 -0.065
H -0.385 -1.848 16.340 0.444
H 0.432 -1.336 14.867 0.337
H -0.932 0.342 15.742 0.446
H -2.439 -0.651 15.774 0.378
H -2.908 1.743 14.491 0.390
H -3.982 0.334 14.229 0.447
H -3.423 1.313 12.860 0.394
H -0.945 1.123 12.182 0.362
H 0.206 0.202 13.198 0.327
H -0.560 1.686 13.750 0.463
H -3.410 -3.675 13.258 0.413
H -2.664 -3.525 11.686 0.525
H -1.900 -4.583 12.821 0.222
H -3.499 -1.116 11.655 0.372
```

[2]
Formula: C34H89BMn2O17
Source: OMol25
Level of theory: the ωB97M-V functional and the def2-TZVPD basis

Results
2S+1 ... 11
Gap between HOMO and LUMO (spin up / spin down) ... 5.93 / 5.85 eV
LUMO level (spin up / spin down) ... -0.37 / -0.74 eV
Strongest force on any atom ... 2.88 eV Å⁻¹
Total energy ... -134815.4707 eV
ΔE to the lowest compared entry with this formula, charge and spin ... 1.387 eV

```
143
Properties=species:S:1:pos:R:3:mulliken_charge:R:1
Mn 17.852 -1.892 11.903 -0.006
Mn 18.225 -0.135 9.429 0.936
C 19.098 -5.423 13.813 -1.515
C 19.353 -4.501 12.603 0.700
O 18.219 -3.964 12.051 -0.786
H 19.935 -5.408 14.517 0.358
H 18.880 -6.432 13.464 0.355
H 18.213 -5.082 14.357 0.364
H 19.899 -5.118 11.859 0.099
H 20.115 -3.734 12.888 -0.485
C 16.750 2.565 11.382 -1.273
C 16.845 1.215 12.095 -0.135
O 17.415 0.198 11.353 0.159
H 16.538 2.471 10.316 0.142
H 17.668 3.130 11.555 0.126
H 15.932 3.123 11.846 0.504
H 15.842 0.920 12.459 -0.101
H 17.338 1.387 13.072 0.222
C 21.860 -0.330 10.736 0.496
C 21.018 -1.570 10.490 -0.824
O 19.625 -1.373 10.529 0.391
H 21.815 0.018 11.770 -0.119
H 21.735 0.536 10.083 0.088
H 22.884 -0.698 10.581 -0.232
H 21.289 -2.398 11.154 -0.128
H 21.199 -1.930 9.463 -0.139
B 16.648 -2.710 9.735 1.841
H 15.683 -2.269 9.179 -0.589
H 16.318 -3.011 10.855 -0.294
H 17.109 -3.672 9.242 -0.561
H 17.493 -1.854 9.741 0.291
C 15.090 0.297 8.762 -0.764
O 16.397 0.015 8.262 -0.245
C 16.335 -0.594 6.979 -0.516
C 17.724 -0.730 6.401 -0.638
O 18.636 -1.181 7.396 -0.030
C 19.966 -1.308 6.921 -0.967
H 14.652 1.065 8.112 0.281
H 15.177 0.724 9.757 0.086
H 14.465 -0.592 8.775 0.295
H 15.701 -0.008 6.308 0.465
H 15.901 -1.591 7.112 0.085
H 18.052 0.236 5.993 0.405
H 17.694 -1.466 5.593 0.422
H 20.441 -2.161 7.402 0.167
H 20.573 -0.448 7.239 0.287
H 20.031 -1.364 5.835 0.463
C 19.899 -0.779 13.975 -0.475
O 18.712 -1.523 13.677 0.705
C 18.042 -2.062 14.802 -0.248
C 16.537 -1.780 14.765 -0.889
O 16.100 -1.974 13.448 -0.093
C 14.683 -1.793 13.301 -0.946
H 20.076 -0.220 13.058 -0.540
H 20.720 -1.457 14.210 0.237
H 19.724 -0.101 14.810 0.600
H 18.437 -1.773 15.780 0.488
H 18.176 -3.146 14.778 -0.243
H 16.381 -0.769 15.173 0.320
H 16.072 -2.439 15.507 0.528
H 14.453 -0.746 13.511 0.351
H 14.149 -2.490 13.944 0.302
H 14.496 -2.006 12.249 0.129
C 20.612 4.854 15.982 -0.713
O 21.172 3.590 15.705 -0.362
C 20.299 2.721 15.031 -0.514
C 19.964 3.107 13.575 0.611
O 21.095 3.647 12.977 -0.114
C 21.008 3.965 11.614 -0.809
H 20.321 5.361 15.057 0.254
H 21.393 5.452 16.449 0.271
H 19.769 4.790 16.679 0.316
H 19.369 2.643 15.606 0.358
H 20.838 1.774 14.968 0.224
H 19.130 3.826 13.648 0.385
H 19.641 2.215 13.021 -0.675
H 20.230 4.732 11.458 0.335
H 20.673 3.109 11.014 0.141
H 21.953 4.409 11.319 0.312
C 24.530 3.773 13.494 -0.495
O 24.406 3.578 12.105 -0.520
C 24.211 2.223 11.720 0.164
C 25.538 1.463 11.715 -0.299
O 25.777 0.893 12.983 -0.314
C 27.160 0.772 13.308 -0.918
H 23.773 3.230 14.066 0.177
H 24.421 4.839 13.699 0.293
H 25.525 3.504 13.870 0.179
H 23.882 2.238 10.680 0.132
H 23.509 1.726 12.393 0.174
H 26.329 2.115 11.335 0.428
H 25.394 0.651 10.980 -0.001
H 27.511 1.803 13.428 0.414
H 27.742 0.259 12.539 0.330
H 27.195 0.242 14.256 0.238
C 14.596 -4.972 8.137 -0.783
O 15.796 -5.582 8.522 -0.126
C 16.390 -6.383 7.529 -0.805
C 17.849 -5.940 7.407 -0.123
O 18.463 -5.888 8.658 -0.220
C 19.864 -5.968 8.649 -0.539
H 13.817 -5.718 7.905 0.373
H 14.766 -4.395 7.217 0.310
H 14.181 -4.345 8.920 0.093
H 15.951 -6.194 6.543 0.452
H 16.342 -7.434 7.829 0.266
H 17.772 -4.911 7.003 -0.100
H 18.406 -6.530 6.669 0.634
H 20.253 -5.670 7.666 0.392
H 20.264 -6.958 8.893 0.249
H 20.248 -5.259 9.386 -0.078
C 24.987 -0.404 8.154 -0.519
O 24.883 0.942 7.778 -0.435
C 23.693 1.183 7.076 0.255
C 23.675 2.584 6.493 -0.641
O 24.801 2.841 5.679 -0.364
C 24.691 2.348 4.380 -0.675
H 25.890 -0.563 8.741 0.179
H 25.048 -1.105 7.309 0.498
H 24.111 -0.734 8.728 0.073
H 22.837 1.031 7.751 -0.109
H 23.547 0.488 6.235 0.278
H 23.691 3.365 7.253 0.351
H 22.726 2.661 5.944 0.353
H 24.240 1.353 4.309 0.290
H 25.679 2.310 3.914 0.256
H 24.137 2.981 3.666 0.284
C 24.211 -3.307 11.507 -0.575
O 25.546 -3.676 11.737 -0.453
C 26.422 -2.605 11.518 0.289
C 27.841 -3.075 11.426 -0.816
O 28.006 -3.907 10.298 -0.318
C 29.304 -4.425 10.200 -0.781
H 24.155 -2.702 10.592 0.159
H 23.845 -2.627 12.293 0.364
H 23.551 -4.168 11.496 0.350
H 26.338 -1.821 12.286 0.464
H 26.149 -2.102 10.577 -0.308
H 28.172 -3.577 12.346 0.420
H 28.514 -2.208 11.335 0.355
H 29.632 -4.907 11.126 0.323
H 30.049 -3.704 9.844 0.295
H 29.275 -5.204 9.433 0.256
```

[3]
Formula: C34H90Cl6N12O6P4
Source: OMol25
Level of theory: the ωB97M-V functional and the def2-TZVPD basis

Results
Gap between HOMO and LUMO ... 8.18 eV
Structure (SMILES) ... CN(C)P(=O)(N(C)C)N(C)C.CN(C)P(=O)(N(C)C)N(C)C.CN(C)P(=O)(N(C)C)N(C)C.CN(C)P(=O)(N(C)C)N(C)C.O=C1CCCO1.ClCCCl.ClCCCl.ClCCCl
LUMO level ... 0.10 eV
Strongest force on any atom ... 1.47 eV Å⁻¹
Total energy ... -179181.3782 eV

```
152
Properties=species:S:1:pos:R:3:mulliken_charge:R:1
C 6.732 -6.618 25.298 -0.892
N 6.373 -7.739 26.136 0.440
C 7.156 -7.902 27.354 -1.080
P 5.470 -9.034 25.645 -0.028
O 5.362 -10.053 26.690 -0.878
N 4.061 -8.354 25.108 0.568
C 3.139 -9.209 24.406 -0.986
C 3.448 -7.316 25.935 -0.602
N 6.083 -9.668 24.239 0.303
C 6.315 -8.901 23.032 -0.938
C 6.784 -10.956 24.336 -0.982
H 6.788 -5.659 25.826 0.411
H 6.016 -6.518 24.482 0.157
H 7.732 -6.735 24.850 0.337
H 7.534 -6.923 27.658 0.377
H 7.988 -8.605 27.248 0.286
H 6.552 -8.233 28.199 0.307
H 2.148 -9.053 24.844 0.279
H 3.055 -8.952 23.346 0.161
H 3.322 -10.275 24.557 0.409
H 2.711 -6.786 25.321 -0.156
H 2.863 -7.752 26.752 0.216
H 4.166 -6.577 26.270 0.403
H 5.549 -8.133 22.938 0.257
H 7.310 -8.438 23.030 0.285
H 6.272 -9.576 22.176 0.401
H 6.131 -11.734 24.730 0.287
H 7.621 -10.909 25.046 0.276
H 7.196 -11.229 23.368 0.360
C -4.370 -6.522 18.403 -0.710
N -3.878 -6.183 17.080 0.317
C -4.070 -7.191 16.056 -1.032
P -3.335 -4.700 16.625 0.070
O -3.140 -4.553 15.178 -0.840
N -4.411 -3.577 17.231 0.608
C -5.252 -2.884 16.269 -0.999
C -4.336 -2.995 18.550 -0.444
N -1.930 -4.448 17.471 0.271
C -1.085 -3.333 17.061 -1.095
C -1.571 -5.081 18.726 -0.792
H -5.229 -7.188 18.293 0.482
H -4.760 -5.609 18.847 -0.073
H -3.600 -6.979 19.027 0.258
H -3.691 -6.881 15.092 0.350
H -5.150 -7.405 15.971 0.316
H -3.680 -8.153 16.412 0.344
H -5.522 -3.541 15.448 0.281
H -6.156 -2.545 16.784 0.312
H -4.755 -1.993 15.868 0.326
H -3.983 -3.716 19.281 -0.066
H -3.670 -2.119 18.601 0.153
H -5.328 -2.626 18.822 0.119
H -1.398 -3.011 16.071 0.319
H -1.141 -2.526 17.799 0.338
H -0.052 -3.681 16.985 0.393
H -2.174 -4.725 19.566 0.170
H -0.514 -4.884 18.914 0.441
H -1.635 -6.167 18.632 0.217
C -8.098 -3.668 20.904 -0.968
N -7.445 -4.607 21.800 0.163
C -6.763 -5.688 21.090 -1.100
P -6.519 -4.014 23.040 0.708
O -5.224 -3.489 22.595 -1.012
N -7.469 -2.879 23.765 0.256
C -8.847 -3.189 24.104 -1.149
C -6.863 -1.773 24.466 -0.903
N -6.445 -5.283 24.091 0.751
C -7.504 -6.249 24.269 -1.236
C -5.375 -5.393 25.071 -0.995
H -8.648 -4.224 20.145 0.415
H -7.389 -3.006 20.387 0.165
H -8.805 -3.029 21.430 0.349
H -7.380 -6.114 20.299 0.541
H -6.534 -6.505 21.780 0.282
H -5.810 -5.359 20.662 0.083
H -9.304 -3.771 23.311 0.372
H -8.911 -3.721 25.059 0.220
H -9.377 -2.241 24.214 0.362
H -7.538 -0.918 24.516 0.331
H -6.601 -2.035 25.510 0.295
H -5.907 -1.503 24.021 0.223
H -8.131 -6.306 23.382 0.484
H -7.073 -7.222 24.513 0.314
H -8.177 -5.957 25.086 0.245
H -5.796 -5.635 26.048 0.512
H -4.828 -4.452 25.147 0.191
H -4.640 -6.146 24.764 0.096
C -2.394 -7.338 30.440 -0.918
N -1.715 -8.492 29.876 0.531
C -0.585 -8.994 30.671 -1.010
P -2.476 -9.638 28.962 0.117
O -3.267 -10.663 29.667 -0.889
N -3.370 -8.771 27.882 0.348
C -2.880 -7.575 27.229 -0.234
C -4.588 -9.324 27.319 -0.843
N -1.213 -10.319 28.119 0.613
C -0.084 -9.576 27.601 -1.315
C -1.243 -11.727 27.792 -1.209
H -3.014 -7.618 31.301 0.290
H -2.972 -6.735 29.745 0.129
H -1.624 -6.658 30.821 0.403
H -0.889 -9.817 31.326 0.296
H -0.232 -8.187 31.313 0.383
H 0.230 -9.328 30.037 0.296
H -2.799 -7.711 26.151 0.032
H -3.597 -6.765 27.441 0.086
H -1.961 -7.244 27.696 -0.053
H -5.189 -8.519 26.898 0.297
H -4.364 -10.051 26.518 0.139
H -5.138 -9.912 28.052 0.345
H -0.182 -9.409 26.516 0.265
H -0.020 -8.572 28.019 0.405
H 0.861 -10.086 27.807 0.446
H -2.259 -12.033 27.526 0.281
H -0.912 -12.365 28.617 0.285
H -0.612 -11.934 26.927 0.433
O -0.599 -6.355 25.653 -0.334
C -0.949 -5.810 24.637 0.137
C -0.192 -5.730 23.327 0.366
C -0.917 -4.571 22.644 -0.481
C -2.346 -4.797 23.117 -0.366
O -2.173 -5.273 24.488 -0.006
H 0.871 -5.627 23.509 -0.253
H -0.368 -6.685 22.824 0.152
H -0.579 -3.594 22.990 0.293
H -0.758 -4.620 21.568 0.099
H -2.965 -3.908 23.134 0.302
H -2.856 -5.593 22.572 0.124
Cl -1.055 -3.170 29.467 -0.209
C -1.405 -4.150 28.031 0.273
C -2.804 -3.901 27.491 0.684
Cl -4.060 -4.309 28.700 -0.183
H -1.285 -5.209 28.244 -0.252
H -0.675 -3.920 27.257 0.240
H -2.973 -4.536 26.629 -0.984
H -2.942 -2.850 27.252 0.504
Cl -1.595 -12.298 24.084 -0.204
C -2.279 -10.693 24.384 0.299
C -1.912 -9.733 23.277 -0.591
Cl -2.961 -8.292 23.387 -0.121
H -2.014 -10.343 25.382 -0.412
H -3.367 -10.779 24.395 0.291
H -2.084 -10.200 22.311 0.555
H -0.879 -9.398 23.326 0.105
Cl 3.196 -4.212 22.662 -0.209
C 4.075 -3.739 24.138 -0.179
C 5.528 -3.512 23.810 -0.504
Cl 6.346 -2.902 25.285 -0.211
H 3.957 -4.539 24.859 -0.014
H 3.660 -2.812 24.522 0.445
H 5.635 -2.717 23.080 0.403
H 6.033 -4.420 23.503 0.290
```